No. 1
{"formula": "C6H10", "method": "ωB97M-V with the def2-TZVPD basis set", "total_energy_ha": -234.45104, "lumo_ev": 1.1, "homo_lumo_gap_ev": 9.37, "elements": ["C", "C", "C", "C", "C", "C", "H", "H", "H", "H", "H", "H", "H", "H", "H", "H"], "xyz": [[-0.3658, 1.0910, 1.4949], [0.5373, 0.4472, 0.4554], [0.5485, -1.0977, 0.3206], [0.2772, -0.9902, -1.1927], [-1.1846, 0.1303, -1.4960], [0.1178, 0.5671, -1.0330], [-0.0648, 0.8055, 2.5095], [-0.3231, 2.1844, 1.4256], [-1.4103, 0.7871, 1.3592], [1.5625, 0.8123, 0.5860], [1.5073, -1.5613, 0.5681], [-0.2417, -1.6216, 0.8683], [1.0153, -1.3029, -1.9297], [-1.7701, -0.2124, -0.6188], [-0.6834, -1.4164, -1.6123], [0.6942, 1.2120, -1.6989]], "forces_ev_per_a": [[0.0, 0.0, 0.0], [0.0, 0.0, 0.1], [0.0, -0.1, 0.1], [0.1, -0.3, -0.2], [0.0, 0.3, 0.3], [-0.1, 0.3, -0.1], [0.0, 0.0, -0.1], [0.0, -0.2, 0.0], [0.2, 0.0, 0.0], [-0.1, 0.0, -0.1], [-0.1, 0.1, -0.1], [0.1, 0.1, -0.1], [-0.1, 0.1, 0.1], [0.1, 0.1, -0.2], [0.1, -0.3, 0.1], [-0.1, -0.2, 0.1]]}

---

No. 2
{"formula": "C6H10", "method": "ωB97M-V with the def2-TZVPD basis set", "total_energy_ha": -234.50995, "smiles": "C=CC/C=C/C", "lumo_ev": 1.1, "homo_lumo_gap_ev": 9.75, "elements": ["C", "C", "C", "C", "C", "C", "H", "H", "H", "H", "H", "H", "H", "H", "H", "H"], "xyz": [[-0.1395, -2.3777, -0.6843], [-1.1178, -1.5762, -1.1276], [-1.3345, -0.1442, -0.6418], [-0.0098, 0.4433, -0.1865], [0.1881, 1.2890, 0.8164], [1.5812, 1.7999, 1.1468], [-0.2908, -3.3640, -0.2586], [0.8805, -2.0159, -0.6110], [-1.9184, -1.9277, -1.7710], [-1.9134, -0.4166, 0.2442], [-1.8997, 0.6289, -1.1608], [0.8715, 0.1598, -0.7533], [-0.6432, 1.7769, 1.3172], [1.6326, 2.1770, 2.1656], [1.8061, 2.5585, 0.3998], [2.3072, 0.9889, 1.1049]], "forces_ev_per_a": [[0.3, 0.3, 0.1], [-0.7, 0.5, -0.7], [1.8, -0.1, 0.5], [-0.3, 0.2, 0.3], [0.4, 0.2, -0.3], [-0.7, -0.4, 0.0], [-0.1, -0.6, -1.4], [-0.2, 0.4, 1.2], [-0.7, -0.7, 1.0], [-0.2, 0.5, 0.2], [-0.1, -0.6, -0.8], [0.0, -0.2, 0.0], [-0.1, -0.4, 0.2], [0.0, 0.4, -0.1], [0.4, 0.2, 0.3], [0.1, 0.0, -0.3]]}

---

No. 3
{"formula": "C6H10", "method": "ωB97M-V with the def2-TZVPD basis set", "total_energy_ha": -234.54396, "smiles": "C=CC/C=C/C", "lumo_ev": 1.2, "homo_lumo_gap_ev": 10.39, "elements": ["C", "C", "C", "C", "C", "C", "H", "H", "H", "H", "H", "H", "H", "H", "H", "H"], "xyz": [[0.5002, -1.6482, 2.6248], [0.6835, -0.8070, 1.5413], [-0.0680, -0.9478, 0.2340], [-0.4978, 0.3317, -0.4057], [-0.0728, 0.7640, -1.5962], [-0.4874, 2.1122, -2.1585], [-0.2993, -2.5058, 2.4972], [1.1798, -1.6783, 3.4999], [1.4157, 0.0778, 1.6151], [0.5508, -1.6795, -0.3400], [-0.9514, -1.5950, 0.3876], [-1.1377, 0.9138, 0.1767], [0.6497, 0.2824, -2.2119], [0.4411, 2.7005, -2.4215], [-1.0289, 2.0073, -3.1434], [-1.1665, 2.6469, -1.4977]], "forces_ev_per_a": [[-0.5, -0.2, -2.4], [0.2, -0.1, 2.5], [0.0, -1.7, 0.5], [2.0, -1.3, -1.7], [-1.0, 1.6, 0.7], [0.4, -0.2, -1.4], [1.7, 1.8, 0.5], [-0.8, 0.3, -0.6], [-1.0, -1.6, -0.1], [-0.1, 1.2, -0.4], [0.0, 0.4, 0.4], [-1.1, 1.0, 0.8], [0.4, -0.9, -0.1], [-1.0, -0.3, 0.5], [0.5, -0.1, 0.9], [0.3, 0.2, 0.1]]}

---

No. 4
{"formula": "C6H10", "method": "ωB97M-V with the def2-TZVPD basis set", "total_energy_ha": -234.51113, "smiles": "C[C@]12CC[C@H]1C2", "lumo_ev": 1.2, "homo_lumo_gap_ev": 10.16, "elements": ["C", "C", "C", "C", "C", "C", "H", "H", "H", "H", "H", "H", "H", "H", "H", "H"], "xyz": [[-1.5673, -0.9202, -0.5071], [-0.2286, -0.3763, -0.1135], [0.1241, 0.1671, 1.3881], [0.7666, 1.3501, 0.6937], [0.5133, 0.8495, -0.7358], [1.0440, -0.5886, -0.9335], [-1.6671, -0.7186, -1.6145], [-2.4478, -0.3498, -0.0953], [-1.8870, -1.9777, -0.3520], [0.8291, -0.4658, 1.8268], [-0.6355, 0.2920, 2.1754], [0.3486, 2.2928, 1.1186], [1.8357, 1.3709, 0.9727], [0.1052, 1.3209, -1.6279], [1.1334, -1.1029, -1.9043], [1.7332, -1.1437, -0.2914]], "forces_ev_per_a": [[-1.9, 0.8, -1.5], [-0.8, 0.1, 0.4], [-0.8, -1.2, -2.4], [1.4, 1.5, 1.3], [-0.8, -1.8, 0.7], [-0.2, -0.7, 1.7], [0.1, -0.5, 0.9], [1.0, -0.2, 0.0], [1.1, 0.5, 0.1], [1.3, -1.1, 0.8], [-0.3, 0.3, -1.0], [0.1, -0.4, -1.2], [-0.2, 0.3, -0.4], [0.4, 0.4, 0.4], [-1.1, 0.8, 0.2], [0.8, 1.1, 0.0]]}

---

No. 5
{"formula": "C6H10", "method": "ωB97M-V with the def2-TZVPD basis set", "total_energy_ha": -234.52982, "smiles": "C=C(C)C(=C)C", "lumo_ev": 1.0, "homo_lumo_gap_ev": 9.85, "elements": ["C", "C", "C", "C", "C", "C", "H", "H", "H", "H", "H", "H", "H", "H", "H", "H"], "xyz": [[0.3718, 0.4898, -1.6841], [0.5381, 0.4418, -0.3241], [1.6948, 0.8882, 0.4929], [-0.5056, -0.3777, 0.3884], [-0.1966, -1.5830, 0.8460], [-1.8785, 0.0868, 0.2848], [-0.5685, 0.1852, -2.1284], [0.9813, 1.0475, -2.4034], [2.4846, 1.3368, -0.1574], [2.2019, 0.0270, 0.9504], [1.7980, 1.6876, 1.2463], [-0.9709, -2.3524, 1.1572], [0.7205, -2.0788, 0.5379], [-1.9432, 1.1936, 0.0877], [-2.4344, -0.3371, 1.2199], [-2.4135, -0.3844, -0.5339]], "forces_ev_per_a": [[0.3, 1.3, 1.6], [-1.0, -0.5, -1.5], [3.2, 0.7, -0.9], [1.3, -0.4, -0.6], [-0.8, -1.9, -0.4], [-2.4, 0.5, 1.7], [0.1, -0.5, 0.2], [0.3, -0.2, 0.6], [-0.4, -0.7, -0.2], [-0.3, 0.0, 0.0], [-1.8, -0.3, 0.1], [0.8, 1.4, 0.0], [0.4, 0.4, 0.6], [-0.2, -1.1, 0.8], [0.6, 1.4, -1.5], [0.1, -0.1, -0.4]]}

---

No. 6
{"formula": "C6H10", "method": "ωB97M-V with the def2-TZVPD basis set", "total_energy_ha": -234.54964, "smiles": "C=C1CCCC1", "lumo_ev": 1.2, "homo_lumo_gap_ev": 10.25, "elements": ["C", "C", "C", "C", "C", "C", "H", "H", "H", "H", "H", "H", "H", "H", "H", "H"], "xyz": [[2.0529, -0.0966, -0.1519], [0.7854, 0.1735, -0.4671], [-0.0014, 1.3127, 0.1580], [-0.7157, 0.2677, 1.0417], [-1.4552, -0.5943, 0.0060], [-0.2624, -0.8185, -0.9671], [2.6990, 0.6803, 0.2504], [2.4612, -1.1009, -0.2382], [0.5931, 2.0030, 0.7612], [-0.6129, 1.8792, -0.5618], [0.2918, -0.2844, 1.2539], [-1.2696, 0.5983, 1.9264], [-1.8677, -1.5201, 0.4231], [-2.2965, -0.0828, -0.4950], [-0.4874, -0.5624, -2.0064], [0.0855, -1.8548, -0.9332]], "forces_ev_per_a": [[0.0, 0.2, -0.6], [0.8, 0.2, -0.8], [0.4, -0.1, -0.1], [0.4, -0.2, 0.4], [0.2, -0.1, 0.1], [0.2, 0.0, -0.2], [-0.1, -0.2, 0.1], [0.0, 0.2, -0.3], [0.1, -0.1, -0.2], [-0.1, -0.3, 0.3], [-2.7, 0.3, 1.3], [0.1, 0.0, -0.2], [0.2, 0.1, -0.1], [0.4, 0.1, 0.3], [-0.2, -0.2, 0.1], [0.1, 0.2, -0.1]]}

---

No. 7
{"formula": "C6H10AgLiO3", "method": "ωB97M-V with the def2-TZVPD basis set", "total_energy_ha": -614.59813, "lumo_ev": [-2.3, -2.6], "homo_lumo_gap_ev": [3.78, 2.91], "elements": ["C", "C", "C", "C", "O", "O", "Ag", "Li", "H", "H", "H", "H", "C", "C", "O", "H", "H", "H", "H", "H", "H"], "xyz": [[-2.0310, 0.6745, -1.2007], [-0.6971, 0.7775, -1.4517], [0.2731, 1.5781, -0.6366], [1.5166, 1.5771, -1.3887], [2.6456, 1.2978, -0.8984], [-2.8802, -0.1297, -1.7723], [-3.8448, -1.0746, -3.9718], [2.7998, 0.4041, 0.7538], [-2.4276, 1.2831, -0.3632], [-0.2680, -0.0222, -2.0698], [0.0343, 0.9073, 0.5809], [1.5011, 2.0748, -2.3789], [0.0706, -1.9980, 1.3632], [0.6269, -0.9416, 2.3125], [1.2129, 0.0995, 1.5891], [-0.5590, -2.7220, 1.9021], [-0.5060, -1.5138, 0.5605], [0.8944, -2.5260, 0.8564], [1.2264, -1.4435, 3.0990], [-0.2038, -0.4857, 2.8872], [0.6158, 2.1831, 0.2274]], "forces_ev_per_a": [[-0.2, -0.4, -0.4], [-1.5, 0.9, 0.3], [0.5, -2.3, 0.6], [1.7, 0.0, 2.0], [-0.6, 0.4, -0.6], [-0.6, 0.0, -0.8], [0.8, 0.6, 1.4], [-0.8, 0.0, 0.0], [0.0, -0.1, -0.3], [0.1, 0.5, 0.1], [2.8, 0.0, -2.0], [-0.2, -0.7, 0.0], [0.1, -0.1, -0.1], [-0.9, 0.6, 0.0], [0.6, -0.2, 0.2], [0.1, 0.1, -0.2], [0.0, -0.1, 0.3], [-0.2, 0.0, 0.2], [0.4, 0.3, -0.4], [-0.1, -0.4, 0.0], [-1.9, 1.0, -0.4]]}

---

No. 8
{"formula": "C6H10AlClF5NO5P", "method": "ωB97M-V with the def2-TZVPD basis set", "total_energy_ha": -2209.12901, "lumo_ev": 2.6, "charge": -1, "homo_lumo_gap_ev": 8.73, "elements": ["N", "P", "O", "O", "C", "O", "Al", "Cl", "C", "F", "F", "C", "F", "F", "F", "O", "C", "C", "C", "O", "H", "H", "H", "H", "H", "H", "H", "H", "H", "H"], "xyz": [[-3.4693, -0.9403, -0.2406], [-2.0517, -1.6198, 0.0447], [-2.0143, -2.2054, 1.6684], [-1.8288, -2.9807, -0.9445], [-0.6158, -0.4583, -0.2899], [-0.4729, -0.2544, -1.7309], [0.7357, 1.1651, -1.8005], [0.0958, 3.1229, -2.6977], [2.5236, 0.8089, -2.7359], [3.0318, 2.0493, -3.2023], [2.2178, 0.0391, -3.9128], [3.5888, -0.0316, -1.8979], [4.1998, -0.9678, -2.7661], [3.0898, -0.6186, -0.7517], [4.6451, 0.8268, -1.5181], [0.7253, 1.5388, 0.0376], [-0.5928, 1.0018, 0.3515], [-1.1948, 1.2619, 1.7960], [-0.4701, 0.4913, 3.0004], [0.6280, -0.3397, 2.5958], [-4.0111, -0.9889, 0.6306], [-2.2517, -1.4883, 2.2860], [-0.8754, -3.2058, -0.8701], [0.3578, -1.0222, -0.0616], [-1.2497, 1.6525, -0.3258], [-2.2862, 0.9117, 1.7595], [-1.2185, 2.3857, 2.0101], [-1.2920, -0.0971, 3.5495], [-0.1238, 1.2723, 3.7608], [0.2270, -1.1880, 2.3131]], "forces_ev_per_a": [[1.7, -0.8, 0.9], [-2.8, 0.4, -0.5], [0.9, 0.6, -1.7], [0.9, 1.9, 2.3], [1.7, -0.6, -0.9], [0.6, 0.9, 1.1], [-1.1, 0.7, 1.2], [0.1, -1.0, 0.2], [-1.0, -0.1, -0.4], [0.1, -2.2, 0.7], [0.7, 1.0, 1.4], [2.2, 1.0, -1.3], [-1.2, 1.0, 2.3], [0.9, 0.7, -2.4], [-1.9, -1.7, -0.2], [-1.0, -1.4, -0.7], [-0.4, 1.3, -0.7], [0.2, -0.4, 0.1], [-1.0, 1.0, 0.3], [-1.3, -0.2, 0.4], [0.0, -0.1, -0.6], [0.1, -0.2, -0.5], [-0.6, 0.0, -0.4], [-1.2, 0.7, 0.7], [0.0, -1.3, 0.9], [1.4, 0.6, -0.2], [0.2, -1.6, -0.5], [1.2, 0.5, -0.6], [-0.1, -1.2, -1.1], [0.4, 0.6, 0.1]]}

---

No. 9
{"formula": "C6H10B4F7NO8S", "method": "ωB97M-V with the def2-TZVPD basis set", "total_energy_ha": -2088.01894, "smiles": "CCB(O)B1OBOB(S(=O)(=O)C(F)(F)C(F)(F)C(F)(F)F)O1.C[N+](=O)[O-]", "lumo_ev": -1.0, "homo_lumo_gap_ev": 9.20, "elements": ["C", "C", "B", "O", "B", "O", "B", "O", "B", "S", "O", "O", "C", "F", "F", "C", "F", "F", "C", "F", "F", "F", "O", "H", "H", "H", "H", "H", "H", "H", "C", "N", "O", "O", "H", "H", "H"], "xyz": [[0.3908, 4.8302, 0.0656], [1.1168, 4.3418, -1.2741], [0.5052, 3.0166, -1.9598], [1.1939, 2.5165, -3.1535], [-0.8467, 2.1713, -1.4914], [-2.1362, 2.7284, -1.1761], [-2.9918, 1.6127, -0.7987], [-2.5016, 0.7560, 0.2836], [-1.1559, 0.4422, -0.0392], [0.1301, -0.2397, 1.1638], [0.4487, 0.9037, 2.1104], [-0.4901, -1.3309, 1.9830], [1.7439, -0.6990, 0.3485], [2.4855, 0.5139, 0.2401], [1.6076, -1.1679, -0.9762], [2.6639, -1.7003, 1.1840], [3.1275, -1.1285, 2.3885], [3.8384, -1.9052, 0.4097], [2.0457, -3.1534, 1.4375], [1.6123, -3.2749, 2.7725], [3.0977, -4.0829, 1.3135], [1.0039, -3.4898, 0.5798], [-0.7428, 0.7132, -1.4028], [0.5374, 5.9701, 0.1195], [0.9312, 4.4289, 0.9951], [-0.7295, 4.6633, 0.0987], [2.2104, 4.0981, -1.0055], [1.1222, 5.1659, -2.0664], [1.6621, 1.7100, -2.8279], [-4.0219, 1.3817, -1.3487], [-2.3839, -4.6012, 0.8163], [-2.7630, -3.8118, -0.3843], [-2.1570, -2.7743, -0.5855], [-3.6534, -4.2611, -1.0801], [-1.5821, -4.0821, 1.3379], [-3.2670, -4.6816, 1.4482], [-2.0521, -5.5802, 0.4740]], "forces_ev_per_a": [[0.8, 1.3, 0.0], [-0.2, -0.4, 0.5], [2.1, 1.2, -1.7], [-0.3, -0.1, 2.5], [-2.1, -0.5, 0.1], [0.6, -3.3, 0.1], [1.3, 0.8, 0.8], [2.4, 0.5, -1.7], [-2.3, 0.4, -3.1], [-2.1, 1.0, 7.0], [-0.1, -2.1, -3.5], [1.8, 1.1, -2.9], [2.4, 1.2, -2.1], [-1.6, -2.4, 0.2], [-0.1, 0.6, 2.9], [2.3, 0.1, 0.1], [-1.6, -1.2, -2.6], [-2.5, 0.6, 1.2], [0.3, -2.0, 1.8], [0.7, 0.4, -3.2], [-2.5, 1.8, -0.1], [2.4, 0.8, 1.7], [0.0, 1.3, 3.2], [-0.3, -1.6, 0.1], [-1.1, 0.3, -1.4], [1.4, -0.1, 0.0], [-1.4, 0.5, -0.6], [0.1, -1.0, 1.0], [-0.6, 0.5, -0.8], [0.1, 0.1, 0.3], [0.3, 0.0, 0.3], [-0.1, 0.0, -0.1], [-0.2, -0.1, -0.2], [0.3, 0.3, 0.2], [-0.1, 0.0, -0.1], [0.0, -0.1, -0.1], [-0.2, 0.1, 0.0]]}

---

No. 10
{"formula": "C6H10BClF4IO7P2S2", "method": "ωB97M-V with the def2-TZVPD basis set", "total_energy_ha": -3423.05443, "lumo_ev": 2.0, "charge": -1, "homo_lumo_gap_ev": 8.61, "elements": ["O", "C", "I", "C", "C", "P", "O", "Cl", "C", "O", "S", "O", "O", "C", "P", "O", "O", "S", "C", "H", "H", "H", "H", "H", "H", "H", "H", "H", "H", "B", "F", "F", "F", "F"], "xyz": [[2.1815, 2.8229, 0.5515], [1.0550, 2.7664, 0.1871], [0.3375, 4.3558, -1.0798], [0.1047, 1.6748, 0.6130], [-0.1714, 0.5265, -0.3881], [-1.3480, 1.2671, -1.7114], [-0.3447, 1.4781, -3.0021], [-2.3541, -0.3963, -2.3631], [-1.0274, -0.4814, 0.4066], [-0.9199, -1.8177, -0.1302], [0.4348, -2.5155, 0.2662], [0.4724, -3.7860, -0.3726], [0.6078, -2.4416, 1.6885], [1.6492, -1.4406, -0.5036], [3.1518, -1.2194, 0.5131], [2.8035, -0.1525, 1.6445], [3.3717, -2.6195, 1.2439], [4.6522, -0.7130, -0.5854], [1.0693, -0.1027, -1.0493], [0.5637, 1.2447, 1.5052], [-0.8603, 2.0975, 0.9114], [0.5735, 1.6602, -2.7694], [-0.7441, -0.4877, 1.4606], [-2.0832, -0.1985, 0.3744], [2.0250, -1.9871, -1.3672], [2.0621, -0.4774, 2.1857], [4.2632, -2.6240, 1.6232], [1.9026, 0.6034, -1.1108], [0.7959, -0.3363, -2.0793], [-4.8644, 0.6581, 0.6676], [-3.4696, 0.9684, 0.5803], [-5.2921, 0.8965, 1.9830], [-5.5648, 1.4733, -0.2309], [-5.0337, -0.6965, 0.3374]], "forces_ev_per_a": [[-0.1, 0.0, -0.2], [0.5, -0.2, 0.4], [-0.2, 0.1, -0.1], [-0.3, -0.2, 0.1], [-0.1, -0.1, -0.4], [-0.4, 0.5, 0.2], [0.2, -0.2, -0.1], [0.2, -0.1, -0.2], [-0.3, 0.4, 0.1], [0.5, -0.1, 0.1], [-0.1, -0.3, -0.1], [-0.1, 0.1, -0.1], [0.1, 0.3, 0.2], [0.0, 0.0, 0.3], [0.7, 0.3, -0.8], [-0.4, -0.2, 0.2], [-0.1, 0.0, 0.2], [-0.2, 0.2, 0.2], [0.0, -0.3, -0.1], [0.1, 0.1, 0.0], [0.0, 0.1, -0.1], [-0.1, 0.1, -0.1], [0.1, -0.1, 0.0], [0.2, -0.3, 0.0], [-0.1, -0.2, 0.1], [0.1, 0.0, 0.1], [0.0, -0.2, -0.1], [0.0, 0.1, 0.0], [0.0, 0.0, 0.0], [-0.4, -0.1, 0.0], [0.1, 0.3, 0.0], [0.1, 0.0, -0.1], [0.1, 0.0, 0.0], [0.1, 0.1, 0.0]]}